A 8-piece molecular cluster, C55H93BrN3O21Si overall in a non-equilibrium geometry, computed with ωB97M-V/def2-TZVPD.

Structure (XYZ):
```
174
Properties=species:S:1:pos:R:3:forces:R:3
C -6.789 -6.037 6.666 0.571 0.959 -0.040
C -6.115 -4.894 5.794 0.191 -0.335 0.601
C -4.804 -5.357 5.059 -0.009 -0.332 0.004
C -3.626 -5.740 6.075 -0.381 -0.871 -0.368
C -4.291 -4.407 3.937 0.659 -0.097 -0.785
N -4.416 -3.058 3.710 0.904 -1.000 -0.506
C -5.127 -2.097 4.565 -0.988 0.591 1.134
C -6.681 -1.964 4.264 -0.334 0.537 -0.671
C -7.097 -2.327 2.804 -0.633 -0.130 -1.533
C -7.485 -1.221 1.915 -0.209 -1.165 -1.015
C -7.936 -1.415 0.534 0.622 -2.684 1.634
C -8.002 -2.809 0.050 0.725 1.164 1.992
C -7.595 -3.919 0.925 -0.125 1.433 0.347
C -7.146 -3.717 2.309 -0.722 2.653 -1.601
C -3.737 -2.685 2.521 0.647 -2.035 -0.517
C -3.744 -1.215 2.017 0.743 -0.316 0.177
C -2.808 -0.913 0.792 -0.067 0.501 -0.458
C -1.270 -0.941 1.119 -0.007 0.172 0.464
C -0.814 0.279 2.049 -0.610 -1.039 0.424
C -0.135 -0.315 3.353 0.668 -0.190 -1.054
C 1.194 -1.124 3.006 0.348 0.470 0.291
C 2.473 -0.156 2.940 -1.049 -0.623 -0.246
C 3.192 -0.180 1.525 0.017 0.244 0.537
Si 5.051 -0.600 1.697 0.539 0.229 -0.980
C 5.928 0.157 0.157 -0.212 -0.016 0.355
C 5.869 0.152 3.247 -0.383 0.079 0.247
C 5.286 -2.499 1.669 0.213 -2.303 0.182
C 4.582 -3.353 0.690 1.479 -1.110 1.707
C 4.779 -4.811 0.707 0.721 1.117 0.731
C 5.675 -5.467 1.661 -0.266 2.918 0.182
C 6.373 -4.615 2.627 -1.031 0.688 -1.313
C 6.187 -3.152 2.629 -0.918 -1.765 -1.368
C -3.156 -3.909 2.024 -0.794 2.167 0.595
Br -2.059 -4.118 0.452 -0.980 -0.485 1.692
N -3.510 -4.936 2.917 -2.870 1.967 1.823
N -3.189 -6.285 2.926 1.817 0.044 -2.102
C -3.426 -6.867 1.781 -0.003 -0.981 -0.551
C -4.697 -6.634 0.898 1.307 0.965 -0.449
C -2.321 -7.873 1.281 -0.420 -0.077 0.785
H -7.579 -5.526 7.288 0.765 -0.772 -0.588
H -5.997 -6.451 7.352 -1.057 0.118 -0.663
H -7.267 -6.820 6.028 0.531 0.532 0.609
H -6.882 -4.538 5.063 0.772 -0.084 0.678
H -5.820 -4.088 6.530 -0.548 -0.592 -0.934
H -5.060 -6.331 4.545 0.285 1.171 0.194
H -2.610 -5.596 5.619 -0.996 0.129 0.565
H -3.746 -5.252 7.073 0.261 -0.086 -0.975
H -3.710 -6.852 6.253 0.120 1.188 -0.077
H -5.026 -2.396 5.644 0.198 0.197 -1.202
H -4.682 -1.068 4.480 -0.123 -1.314 -0.195
H -6.938 -0.874 4.410 0.273 -1.148 -0.099
H -7.307 -2.515 5.013 0.752 0.325 -0.751
H -7.456 -0.160 2.277 0.039 -1.222 -0.111
H -8.253 -0.561 -0.116 0.409 -0.953 0.795
H -8.371 -2.958 -0.991 0.445 -0.231 1.079
H -7.673 -4.947 0.493 0.125 0.970 0.573
H -6.861 -4.542 2.998 -0.359 0.564 -0.877
H -4.794 -0.931 1.745 0.895 -0.270 0.462
H -3.360 -0.583 2.874 -0.665 -0.546 -0.813
H -3.048 0.138 0.450 0.081 -1.064 0.378
H -3.097 -1.576 -0.068 0.397 0.584 0.805
H -1.050 -1.873 1.701 -0.112 0.712 -0.617
H -0.639 -0.980 0.185 -0.814 0.015 0.839
H -0.142 0.979 1.492 -0.498 -0.551 0.592
H -1.743 0.834 2.385 1.026 -0.299 -0.486
H 0.113 0.539 4.036 -0.281 -0.954 -0.271
H -0.836 -1.050 3.830 0.316 0.898 -0.228
H 1.344 -1.943 3.769 -0.088 0.917 -0.715
H 1.140 -1.636 2.011 -0.300 0.378 0.854
H 2.071 0.882 3.113 0.736 -0.948 0.052
H 3.156 -0.463 3.784 -0.570 0.597 -0.853
H 3.076 0.836 1.063 0.192 -0.854 0.215
H 2.747 -0.926 0.809 0.235 0.674 0.737
H 5.303 -0.053 -0.750 0.706 0.194 0.596
H 5.954 1.273 0.334 0.160 -1.081 -0.370
H 6.967 -0.266 0.038 -1.071 0.593 -0.004
H 5.827 -0.586 4.097 0.127 0.930 -0.655
H 5.302 1.088 3.526 0.619 -0.950 -0.121
H 6.927 0.444 3.029 -0.837 -0.353 0.255
H 3.906 -2.878 -0.068 0.717 -0.625 0.779
H 4.250 -5.423 -0.063 0.515 0.564 0.796
H 5.841 -6.566 1.654 -0.227 1.024 -0.035
H 7.076 -5.096 3.355 -0.760 0.626 -0.743
H 6.766 -2.559 3.373 -0.616 -0.483 -0.715
H -5.021 -5.558 1.001 0.016 -1.229 -0.163
H -5.534 -7.335 1.166 0.988 0.577 0.001
H -4.396 -6.820 -0.173 -0.534 0.217 1.060
H -2.206 -8.748 1.984 -0.258 0.811 -0.810
H -2.497 -8.212 0.230 -0.081 0.174 1.055
H -1.336 -7.333 1.313 -1.046 -0.357 0.018
C -0.724 3.477 -0.055 -0.295 -0.253 0.012
O 0.029 4.661 -0.302 0.171 -0.034 0.084
C 1.270 4.626 0.201 0.092 0.363 -0.234
O 1.757 3.704 0.812 -0.213 0.012 -0.689
O 1.869 5.780 -0.089 -0.258 -0.344 0.071
C 3.214 5.887 0.392 0.497 0.175 0.112
H -1.708 3.608 -0.502 0.144 0.241 -0.054
H -0.245 2.613 -0.518 0.053 0.018 0.154
H -0.849 3.319 1.018 0.127 -0.077 -0.062
H 3.844 5.119 -0.058 -0.089 -0.026 0.115
H 3.240 5.820 1.480 -0.011 -0.104 -0.083
H 3.595 6.862 0.097 -0.217 -0.049 -0.080
C 8.792 6.380 0.876 0.104 -0.275 0.243
O 8.762 7.470 -0.044 -0.186 0.077 -0.072
C 7.532 7.864 -0.390 0.204 0.165 -0.127
O 6.498 7.383 0.004 0.081 0.004 -0.034
O 7.648 8.882 -1.248 0.027 -0.225 0.185
C 6.402 9.409 -1.707 -0.295 0.272 -0.223
H 9.837 6.151 1.081 -0.010 0.208 -0.176
H 8.307 6.654 1.814 -0.102 -0.058 -0.122
H 8.322 5.497 0.443 -0.103 0.107 0.074
H 5.821 9.805 -0.873 -0.007 -0.165 -0.026
H 5.836 8.647 -2.244 -0.009 -0.006 0.165
H 6.621 10.226 -2.393 0.212 -0.097 0.088
C -2.438 -4.250 -2.633 0.012 -0.024 0.059
O -2.238 -4.075 -4.032 -0.032 0.002 -0.062
C -3.211 -3.383 -4.640 0.048 0.028 -0.264
O -4.190 -2.925 -4.108 0.185 -0.105 0.020
O -2.905 -3.291 -5.937 0.048 -0.094 0.300
C -3.862 -2.573 -6.719 -0.286 0.244 -0.356
H -1.594 -4.821 -2.246 0.073 -0.001 -0.329
H -2.466 -3.285 -2.127 -0.189 -0.020 -0.142
H -3.353 -4.812 -2.442 -0.037 0.180 0.031
H -3.947 -1.542 -6.374 -0.073 -0.125 0.099
H -4.833 -3.069 -6.691 0.044 0.093 0.125
H -3.510 -2.564 -7.749 0.176 -0.142 0.150
C 2.783 12.341 -4.989 -0.266 -0.268 0.016
O 3.548 13.522 -5.227 0.193 0.043 0.057
C 4.786 13.486 -4.723 -0.051 0.181 -0.105
O 5.275 12.570 -4.111 -0.073 0.085 -0.060
O 5.387 14.644 -5.015 -0.164 -0.178 0.018
C 6.727 14.748 -4.535 0.377 0.114 0.092
H 1.804 12.486 -5.441 0.149 0.225 -0.044
H 3.256 11.476 -5.454 0.056 0.039 0.155
H 2.651 12.178 -3.918 0.143 -0.062 -0.066
H 7.357 13.978 -4.982 -0.089 -0.045 0.140
H 6.752 14.680 -3.446 0.000 -0.148 -0.085
H 7.108 15.724 -4.831 -0.259 -0.024 -0.090
C 2.758 1.760 -3.101 -0.076 0.193 0.292
O 3.015 1.333 -4.438 0.054 -0.153 -0.053
C 3.666 0.166 -4.527 -0.014 0.100 -0.180
O 4.029 -0.512 -3.600 -0.085 0.071 -0.070
O 3.842 -0.113 -5.822 -0.086 0.119 0.207
C 4.529 -1.340 -6.069 0.197 -0.322 -0.165
H 2.229 2.710 -3.154 0.052 -0.073 -0.255
H 2.124 1.038 -2.582 0.173 -0.044 0.019
H 3.692 1.911 -2.558 -0.066 -0.163 0.017
H 3.966 -2.184 -5.668 0.103 0.082 0.113
H 5.533 -1.311 -5.644 -0.129 -0.046 0.108
H 4.613 -1.459 -7.147 -0.131 0.238 0.052
C -2.765 -5.517 -8.933 0.244 -0.081 0.292
O -3.683 -4.954 -9.869 -0.085 -0.002 -0.110
C -3.918 -5.724 -10.940 -0.092 0.097 -0.081
O -3.431 -6.803 -11.154 -0.065 0.177 0.079
O -4.787 -5.082 -11.729 0.133 -0.010 0.214
C -5.133 -5.792 -12.919 -0.153 -0.133 -0.366
H -2.652 -4.811 -8.112 -0.149 0.085 -0.161
H -3.151 -6.455 -8.531 0.088 -0.021 -0.158
H -1.788 -5.670 -9.394 -0.117 -0.136 -0.025
H -5.613 -6.740 -12.676 0.177 -0.001 -0.001
H -4.251 -5.955 -13.539 -0.028 -0.117 0.128
H -5.839 -5.178 -13.475 0.071 0.135 0.231
C 1.263 6.315 7.582 -0.102 0.127 0.359
O 1.853 6.145 6.293 -0.041 -0.162 -0.151
C 1.420 5.068 5.628 0.160 0.148 -0.068
O 0.605 4.272 6.022 0.105 0.111 -0.062
O 2.049 5.030 4.447 -0.139 0.039 0.299
C 1.681 3.922 3.623 0.215 -0.217 -0.148
H 1.689 7.214 8.023 0.111 -0.036 -0.247
H 0.183 6.448 7.496 0.055 -0.162 0.005
H 1.496 5.467 8.227 -0.137 -0.018 -0.102
H 0.617 3.960 3.379 0.030 -0.066 0.131
H 1.931 2.979 4.112 -0.183 0.072 0.104
H 2.248 3.991 2.697 -0.013 0.185 0.503
```
Forces are in eV/Å.

Results
* multiplicity: 1
* total energy: -183921.9183 eV
* net charge: +1
* gap between HOMO and LUMO: 7.240 eV
* E_LUMO: -2.95 eV
* highest occupied orbital energy: -10.2 eV
* maximum force: 3.93 eV Å⁻¹



A 2-piece molecular cluster, CHBrF2O overall in a non-equilibrium geometry, computed with ωB97M-V/def2-TZVPD.

Structure (XYZ):
```
6
Properties=species:S:1:pos:R:3:forces:R:3
C 1.046 0.319 -0.107 -0.588 -1.152 -1.354
O -1.177 -1.187 0.591 0.381 0.203 -0.049
F 0.825 1.185 -1.084 -0.376 -0.753 0.140
F 1.364 0.944 0.944 0.629 1.037 1.954
Br -2.488 -0.642 -0.410 -0.078 0.034 -0.068
H 0.430 -0.618 0.065 0.032 0.632 -0.624
```
Forces are in eV/Å.

Results
* multiplicity: 1
* total energy: -78572.7765 eV
* energy above the lowest of the compared OMol25 structures with the same formula, charge and spin: 126.6 kcal/mol
* gap between HOMO and LUMO (spin up / spin down): 9.987 / 5.887 eV
* E_LUMO (spin up / spin down): -0.11 / -2.59 eV
* highest occupied orbital energy (spin up / spin down): -10.1 / -8.5 eV
* maximum force: 2.30 eV Å⁻¹



One molecule with the formula C18H17ClN4O4 in a non-equilibrium geometry, computed with ωB97M-V/def2-TZVPD.

Structure (XYZ):
```
44
Properties=species:S:1:pos:R:3:forces:R:3
C -7.645 -1.875 0.513 -0.040 -0.037 -0.030
H -8.627 -1.730 0.960 -0.014 -0.087 -0.069
O -6.831 -0.844 1.019 -0.007 0.220 -0.052
C -5.464 -0.971 0.737 0.385 0.000 -0.123
C -5.116 -0.665 -0.732 -0.871 -0.049 0.272
H -5.482 0.327 -1.005 0.063 -0.190 -0.040
H -5.569 -1.412 -1.390 0.039 0.150 0.066
O -3.726 -0.804 -0.971 0.568 0.092 0.072
C -2.817 0.128 -0.645 -0.041 0.657 0.210
C -2.936 1.396 -0.147 -0.464 -0.257 -0.128
C -1.764 2.233 0.123 0.076 0.063 0.190
O -1.813 3.306 0.671 -0.165 -0.127 0.043
N -0.549 1.653 -0.282 -0.454 0.211 -0.003
N -0.426 0.411 -0.737 0.214 -0.650 -0.265
C -1.470 -0.311 -0.907 0.001 0.088 0.045
H -1.314 -1.308 -1.287 0.001 -0.135 -0.050
C 0.662 2.373 -0.194 0.895 0.474 0.086
N 0.613 3.679 -0.408 -0.540 -0.241 -0.179
C 1.756 4.327 -0.307 -0.012 -0.060 -0.035
N 2.937 3.805 -0.054 0.779 -0.394 0.143
C 2.996 2.487 0.121 -1.123 0.455 -0.139
C 1.841 1.696 0.077 0.189 0.103 0.114
H 1.850 0.634 0.251 0.022 -0.027 -0.009
O 4.218 2.023 0.391 0.441 -0.064 0.050
C 4.514 0.676 0.286 0.110 -0.480 0.021
C 5.282 0.108 1.293 -0.221 0.341 -0.120
C 5.669 -1.215 1.198 -0.076 -0.041 -0.144
C 5.300 -1.993 0.107 -0.030 0.016 0.043
C 4.539 -1.406 -0.897 0.046 0.017 0.135
C 4.148 -0.082 -0.819 0.042 0.314 0.039
H 3.573 0.365 -1.616 -0.050 0.032 -0.055
H 4.252 -1.990 -1.759 -0.039 -0.065 -0.093
C 5.738 -3.421 -0.004 0.074 0.022 -0.055
H 5.937 -3.844 0.978 0.011 -0.089 0.039
H 6.654 -3.483 -0.591 0.057 -0.099 -0.021
H 4.980 -4.021 -0.502 -0.020 -0.097 -0.007
H 6.266 -1.651 1.986 0.055 -0.048 0.089
H 5.570 0.714 2.138 0.024 0.084 0.095
H 1.721 5.396 -0.461 -0.004 0.104 -0.011
Cl -4.404 2.206 0.273 0.076 -0.135 -0.060
H -5.103 -1.981 0.985 -0.012 0.092 -0.011
H -4.965 -0.246 1.385 0.055 -0.134 -0.072
H -7.739 -1.829 -0.577 -0.025 -0.034 0.023
H -7.258 -2.860 0.798 -0.014 0.004 -0.004
```
Forces are in eV/Å.

Results
* multiplicity: 1
* total energy: -45612.9092 eV
* energy above the lowest of the compared OMol25 structures with the same formula, charge and spin: 90.0 kcal/mol
* gap between HOMO and LUMO: 8.791 eV
* E_LUMO: -0.11 eV
* highest occupied orbital energy: -8.9 eV
* maximum force: 1.22 eV Å⁻¹



One molecule with the formula C13H25N3O3S in a non-equilibrium geometry, computed with ωB97M-V/def2-TZVPD.

Structure (XYZ):
```
45
Properties=species:S:1:pos:R:3:forces:R:3
O 0.856 -0.919 -3.240 -0.388 2.658 0.020
O 1.149 1.345 -0.153 0.063 0.076 0.146
O 2.329 -2.579 1.924 -0.641 0.795 -0.131
S -3.272 -0.311 -0.022 -0.165 -0.068 0.802
C 0.827 0.331 -3.382 1.916 -3.278 -1.206
C 0.193 0.590 -0.294 0.578 0.702 -0.342
C 1.958 -1.522 1.394 1.484 -1.773 -0.094
N 2.787 -0.868 0.562 -0.049 1.468 -0.745
N 0.058 1.152 -2.696 -1.678 0.813 1.844
N -0.122 -0.430 0.499 -1.215 -0.656 -0.063
C -4.316 -0.447 -1.507 0.640 1.101 -0.330
C 1.728 1.033 -4.418 0.225 -0.799 1.501
C 4.069 -1.347 0.028 -0.982 -1.337 0.212
C 1.029 -0.984 4.208 -0.134 -0.731 -1.425
C -1.066 -0.059 3.319 0.535 0.306 -0.491
C -2.732 1.447 -0.073 0.619 -0.327 -0.847
C -1.862 1.758 -1.297 -0.126 -0.774 0.489
C 0.411 -0.237 2.991 -0.509 -0.914 0.879
C -0.722 0.758 -1.514 -0.203 0.021 -0.722
C 0.541 -1.020 1.650 0.731 0.714 0.936
H 2.456 -0.011 0.123 -0.084 -0.193 0.378
H 0.225 2.138 -2.767 0.193 0.172 -0.119
H -1.018 -0.860 0.237 0.692 -0.016 0.210
H -5.028 -1.271 -1.447 0.121 0.250 0.331
H -4.801 0.537 -1.619 -0.237 -0.587 -0.027
H -3.678 -0.591 -2.382 -0.122 -0.100 0.012
H 1.094 1.393 -5.191 -0.366 0.509 -0.841
H 2.434 0.291 -4.807 -0.196 0.323 0.094
H 2.252 1.859 -3.909 -0.108 -0.240 -0.435
H 3.842 -2.148 -0.719 0.456 0.434 0.612
H 4.581 -0.546 -0.490 -0.041 0.257 0.101
H 4.695 -1.750 0.836 -0.173 0.076 -0.321
H 2.084 -1.173 4.067 0.237 -0.153 0.036
H 0.515 -1.948 4.340 0.255 0.082 -0.188
H 0.889 -0.469 5.130 -0.158 0.817 0.550
H -1.188 0.380 4.294 -0.089 0.317 0.352
H -1.549 -1.012 3.326 -0.472 -0.751 0.017
H -1.537 0.559 2.575 -0.437 0.327 -0.207
H -3.628 2.024 -0.089 -0.654 0.567 -0.121
H -2.171 1.793 0.786 -0.104 -0.757 0.699
H -2.538 1.764 -2.125 -0.080 -0.124 -1.034
H -1.441 2.735 -1.228 0.233 0.956 0.268
H 0.844 0.726 2.915 0.708 1.066 -0.264
H -1.175 -0.196 -1.718 0.015 -0.463 -0.278
H -0.002 -1.914 1.882 -0.289 -0.767 -0.257
```
Forces are in eV/Å.

Results
* multiplicity: 1
* total energy: -35335.9497 eV
* energy above the lowest of the compared OMol25 structures with the same formula, charge and spin: 0.0 kcal/mol
* gap between HOMO and LUMO: 9.518 eV
* E_LUMO: 0.44 eV
* highest occupied orbital energy: -9.1 eV
* maximum force: 3.98 eV Å⁻¹